Record 1
12
Properties=species:S:1:pos:R:3:forces:R:3:mulliken_charge:R:1 method="wB97M-V/def2-TZVPD" total_charge=0 homo_ev=-10.02 smiles="N=C=N.CC=O" de_lowest_ev=1.9000
O -1.054 1.674 0.108 0.1 -0.4 0.3 -0.496
N 1.740 0.707 -0.154 0.1 -0.4 -0.5 -0.590
N 1.324 -0.860 -1.980 0.1 0.3 0.4 -0.615
C -0.758 0.819 0.910 -0.3 0.1 -0.2 0.139
C -1.047 -0.654 0.726 0.0 0.0 0.0 -0.657
C 1.453 -0.033 -1.089 0.2 0.0 -0.1 0.677
H 0.437 -1.316 -2.144 0.0 0.1 0.0 0.297
H -0.548 -1.258 1.488 -0.1 0.1 -0.1 0.271
H -0.288 1.087 1.878 0.0 0.1 -0.1 0.328
H -2.129 -0.790 0.806 0.0 0.0 0.1 0.303
H 1.602 1.703 -0.285 0.0 0.0 0.0 0.292
H -0.756 -1.016 -0.264 -0.1 0.2 0.2 0.051

---

Record 2
13
Properties=species:S:1:pos:R:3:forces:R:3:mulliken_charge:R:1 method="wB97M-V/def2-TZVPD" total_charge=0 homo_ev=-9.03 smiles="NC(=O)C1(I)CC1" de_lowest_ev=2.4292
I 2.569 -0.247 0.285 0.1 0.0 -0.2 0.037
O -1.536 -1.336 -0.001 -2.1 -1.2 0.2 -0.490
N -0.056 -1.545 -1.791 3.2 3.6 3.2 -0.357
C -0.565 -1.117 -0.613 4.0 3.6 1.1 0.692
C 0.000 1.559 0.305 -1.2 -3.6 1.3 -0.717
C 0.503 0.183 0.257 -0.6 -3.1 -0.8 -0.091
C -0.139 0.636 1.518 -2.2 -0.7 -2.0 -0.614
H -0.857 1.594 -0.241 -2.3 0.9 -1.5 0.234
H -1.123 0.231 1.806 0.4 0.1 -0.7 0.169
H 0.559 2.365 0.450 2.5 3.2 0.1 0.382
H 0.392 0.867 2.354 1.9 0.6 2.0 0.308
H 0.870 -1.085 -2.033 -1.9 -1.3 -0.1 0.208
H -0.619 -2.103 -2.297 -1.7 -2.3 -2.6 0.241

---

Record 3
16
Properties=species:S:1:pos:R:3:forces:R:3:mulliken_charge:R:1 method="wB97M-V/def2-TZVPD" total_charge=0 homo_ev=-9.61 smiles="CC1(C)COC=N1" de_lowest_ev=0.8985
O -2.118 -0.266 0.378 0.0 0.1 0.0 -0.367
N -0.699 0.680 -1.115 -0.4 -0.1 0.1 -0.652
C 0.179 0.051 -0.106 0.2 -0.1 0.1 1.747
C 1.164 -0.895 -0.791 0.0 0.0 0.0 -1.613
C 0.914 1.164 0.643 0.0 0.0 0.1 -1.562
C -0.819 -0.706 0.814 0.2 -0.1 0.1 -0.662
C -1.886 0.462 -0.739 0.1 0.1 -0.2 -0.084
H 0.632 -1.671 -1.352 0.0 0.1 0.1 0.383
H -0.715 -0.462 1.874 0.0 0.0 -0.1 0.291
H 1.796 -0.344 -1.494 -0.1 0.0 0.1 0.375
H 0.201 1.826 1.145 0.1 -0.1 -0.1 0.360
H -2.784 0.819 -1.236 0.2 0.0 0.1 0.396
H 1.814 -1.385 -0.056 -0.1 0.1 -0.1 0.353
H 1.593 0.751 1.399 -0.1 0.0 -0.1 0.355
H -0.773 -1.793 0.692 0.0 0.1 0.0 0.299
H 1.501 1.769 -0.055 -0.1 -0.1 0.1 0.380

---

Record 4
7
Properties=species:S:1:pos:R:3:forces:R:3:mulliken_charge:R:1 method="wB97M-V/def2-TZVPD" total_charge=0 homo_ev=-10.93 de_lowest_ev=2.3584
O -0.417 3.242 -2.570 0.2 0.8 -1.6 -0.353
O -1.531 2.646 -0.690 -3.1 -0.9 4.2 -0.331
C 0.016 0.005 -0.464 0.0 -0.9 1.6 -0.518
C -1.002 2.926 -1.638 2.2 1.2 -2.9 0.754
C 0.308 1.084 -1.049 1.0 -0.1 -0.6 -0.167
H -0.674 0.432 0.283 -0.4 0.2 -0.1 0.254
H 0.380 -0.954 -0.158 0.2 -0.4 -0.5 0.361

---

Record 5
15
Properties=species:S:1:pos:R:3:forces:R:3:mulliken_charge:R:1 method="wB97M-V/def2-TZVPD" total_charge=0 homo_ev=-8.14 smiles=NP(N)c1ccco1 de_lowest_ev=1.1994
P -1.411 0.296 0.789 -0.6 -1.6 -0.3 0.123
O 1.068 1.231 0.267 0.1 -0.1 0.7 -0.311
N -1.806 -1.232 0.002 -2.1 -1.5 0.5 -0.646
N -1.943 1.389 -0.352 -0.8 1.1 -1.3 -0.501
C 0.322 0.077 0.340 1.6 1.4 -0.5 0.136
C 1.220 -0.946 0.245 -1.7 0.7 0.5 -0.130
C 2.385 0.897 0.233 -1.8 -3.2 -0.2 -0.549
C 2.539 -0.483 0.203 -1.1 1.7 0.0 -0.463
H -2.279 -1.078 -0.896 0.6 0.2 0.2 0.220
H 0.832 -1.897 0.223 -0.2 -2.3 0.0 0.565
H 2.905 1.706 -0.060 2.5 2.3 -0.4 0.450
H -2.484 -1.916 0.456 1.3 1.5 -0.1 0.245
H 3.320 -1.200 0.138 1.0 0.3 -0.1 0.407
H -1.880 1.203 -1.357 0.5 -0.1 0.5 0.242
H -2.788 1.954 -0.229 0.7 -0.4 0.6 0.212

---

Record 6
23
Properties=species:S:1:pos:R:3:forces:R:3:mulliken_charge:R:1 method="wB97M-V/def2-TZVPD" total_charge=0 homo_ev=-8.67 smiles=Cc1c[nH]cn1.CCC de_lowest_ev=1.4643
N 0.099 1.558 -1.788 -3.5 0.4 -0.1 -0.012
N -0.344 -0.629 -1.708 0.8 0.9 -0.5 -0.567
C -1.492 0.055 -1.399 -0.3 0.8 -1.1 0.958
C -1.314 1.408 -1.510 2.1 -0.5 0.2 -0.694
C 1.451 -0.393 1.380 -2.9 -0.9 -1.7 -0.026
C 2.348 -1.448 2.042 -1.0 1.2 1.2 -1.030
C -2.784 -0.655 -1.355 -0.8 0.1 0.0 -1.138
C 0.534 0.308 -2.015 0.6 -0.6 0.0 -0.500
C 0.439 0.569 2.031 0.8 1.8 1.2 -1.088
H -3.575 -0.029 -1.779 -0.1 0.3 0.9 0.308
H -2.836 -1.456 -2.069 0.6 -0.8 -0.1 0.336
H 1.832 0.224 0.578 1.2 -0.3 -0.2 0.323
H 0.338 0.516 3.118 -0.2 -0.5 0.0 0.358
H 3.373 -1.108 1.932 0.3 -0.7 0.4 0.290
H 2.120 -2.450 1.685 0.5 0.1 -0.7 0.288
H 1.467 0.136 -2.531 0.2 -0.2 0.5 0.438
H 2.003 -1.557 3.087 0.8 0.4 0.0 0.275
H -1.969 2.264 -1.522 0.0 -0.1 0.3 0.401
H 0.396 2.475 -2.080 0.7 -0.4 -0.2 0.226
H -0.527 0.647 1.552 -0.5 -1.1 -0.1 0.211
H 0.741 -1.031 0.826 0.3 0.2 -0.2 0.123
H -2.990 -1.045 -0.359 -0.4 0.1 -0.1 0.242
H 0.690 1.641 1.885 0.7 -0.4 0.2 0.278

---

| no. | gap between HOMO and LUMO (eV) |
| --- | --- |
| 1 | 10.91 |
| 2 | 9.64 |
| 3 | 10.55 |
| 4 | 10.89 |
| 5 | 9.12 |
| 6 | 9.54 |